A molecular structure, C32H39ClN6O2PdS2, computed with wB97M-V/def2-TZVPD.

Values from the calculation:
**Multiplicity**: 3
**Gap between HOMO and LUMO (alpha / beta)**: 0.26474 / 0.25349 Ha
**M**: 745.71 u
**E_LUMO (alpha / beta)**: 0.305 / -0.439 eV

Last column: Löwdin spin population.
Geometry (Å):
C 2.46 2.73 -4.32  0.000
C 2.55 1.76 0.81  0.004
H 0.35 5.50 3.87  0.000
H -2.20 -0.36 -3.33  0.000
C 1.46 0.67 -3.21  0.000
H 0.16 0.64 -5.82  0.000
N 2.62 0.68 -0.97  0.000
N 2.42 0.45 1.16  0.087
H -3.71 -2.16 2.43  0.000
Cl -4.22 2.02 0.37  0.000
H -2.99 -4.58 -1.80  0.000
C -4.21 -2.28 0.35  0.000
N 0.08 -0.69 3.26  0.105
S 2.09 -2.87 2.85  0.146
H 1.37 -1.36 -3.93  0.000
C 0.35 -2.91 2.92  0.016
C 0.58 1.57 -5.43  0.000
H -2.82 0.06 3.30  0.000
H 2.55 2.56 1.53  0.000
H -1.98 4.64 3.64  0.001
C 0.71 -0.65 -3.43  0.000
H 3.56 1.04 -2.74  0.000
H -2.42 0.53 4.95  0.000
N 4.40 -0.38 3.83  0.069
H 2.40 -0.48 -5.65  0.000
C -1.01 -0.52 -1.54  0.000
H -1.80 -5.29 0.24  0.000
C 2.82 0.49 -5.38  0.000
H 3.75 0.32 -4.84  0.000
Pd 2.21 -0.49 3.07  1.378
H -2.19 -1.15 4.41  0.000
C -0.94 -0.18 -0.20  0.000
C -3.10 0.69 -1.70  0.000
H -0.21 2.10 -4.89  0.000
H 0.86 -1.55 -1.44  0.000
H 0.84 2.19 -6.29  0.000
C -2.99 1.03 -0.37  0.000
H -0.11 -0.46 -4.13  0.000
H 2.22 3.90 4.06  0.000
C -1.91 0.61 0.39  0.000
C -3.55 -2.69 1.50  0.000
C -2.48 -4.44 0.27  0.000
H -4.88 -1.43 0.38  0.000
C 1.83 1.35 -4.58  0.000
H -2.48 -5.26 3.01  0.000
C -0.72 0.24 3.69  0.012
H 2.41 -1.26 -0.10  0.000
H -2.38 2.24 3.63  0.000
N -0.48 -1.95 3.12  0.015
C -2.69 -3.78 1.48  0.000
H -2.31 -3.61 3.59  0.000
H 3.07 1.01 -6.30  0.000
C 1.03 2.14 3.89  0.005
C 2.46 -0.19 0.01  0.005
H -3.95 1.03 -2.28  0.000
C 2.75 0.42 -2.39  0.001
H 4.28 -0.56 4.82  0.004
C 0.10 -1.32 -2.19  0.000
H 4.75 0.56 3.72  0.002
N 2.67 1.94 -0.48  0.004
C -1.15 3.96 3.72  0.008
S -0.29 -4.54 2.72  0.006
C -2.08 -4.28 2.76  0.003
C -0.31 1.65 3.77  0.008
O 2.09 1.40 4.02  0.106
H 3.44 2.67 -3.85  0.000
C -2.10 -0.09 -2.28  0.000
H -0.10 -0.51 0.41  0.000
C -3.14 -4.04 -0.88  0.000
O 0.67 1.56 -2.43  0.000
H 2.59 3.24 -5.27  0.000
C 0.16 4.43 3.84  0.000
C -4.02 -2.96 -0.84  0.000
H 5.08 -1.03 3.47  0.001
H -1.83 0.91 1.43  0.000
H -0.30 -2.29 -2.51  0.000
C 1.21 3.55 3.94  0.010
C -2.12 -0.11 4.12  0.005
H -0.23 1.54 -2.75  0.000
H 1.82 3.34 -3.68  0.000
C -1.36 2.60 3.71  -0.002
H -4.55 -2.66 -1.74  0.000
H 3.06 -0.62 -2.50  0.000

2 unconnected molecules or ions with the total composition C18H29N4 at a distorted geometry, computed with wB97M-V/def2-TZVPD.

Values from the calculation:
**Net charge**: +1
**Multiplicity**: 1
**Gap between HOMO and LUMO**: 0.20998 Ha
**M**: 301.46 u
**E_LUMO**: -4.167 eV

Last column: Mulliken charge in e.
Geometry (Å):
H -4.10 -3.27 -0.11  0.353
H -2.78 -1.00 1.14  0.324
H -1.43 -5.76 1.08  0.335
C 0.74 3.25 -0.52  0.290
H -3.23 3.05 0.51  0.319
H 3.93 3.65 0.65  0.402
H 1.78 -3.47 1.46  0.300
C 1.44 -2.31 -0.30  -0.662
C 1.83 -3.60 0.38  -0.704
H 1.83 2.40 1.17  0.489
H -1.07 -6.21 -0.59  0.364
H -1.16 2.24 -1.03  0.519
H 2.07 5.48 -2.76  0.316
C 0.93 -4.74 -0.01  -0.704
H 1.22 -5.13 -1.01  0.314
C -3.16 -3.64 0.29  -0.517
H -0.07 4.28 -2.24  0.418
H -0.09 4.42 1.87  0.393
H -2.82 2.40 2.12  0.354
N -2.13 -2.67 0.00  0.204
H -1.34 3.60 2.84  0.358
H -2.67 1.37 0.65  0.075
H 4.81 5.83 -0.57  0.347
H 2.86 -3.86 0.14  0.368
N -1.16 2.81 0.94  0.171
H 2.02 -1.48 0.11  0.291
C -0.54 2.64 -0.22  -0.137
C -2.49 -1.27 0.11  -1.249
C -1.41 -5.38 0.04  -0.695
H 4.35 5.92 -2.29  0.363
C 3.05 3.76 0.02  -0.709
H 1.03 -5.57 0.69  0.395
H 5.20 4.49 -1.65  0.326
C 4.44 5.25 -1.43  -1.385
H -2.82 -4.82 -1.47  0.307
H -1.60 -0.70 -0.19  0.395
C 3.13 4.60 -1.10  0.964
N 0.04 -1.96 -0.12  -0.577
N -0.45 -4.30 -0.04  0.162
C 0.82 4.12 -1.63  -0.563
H -3.34 -1.05 -0.55  0.366
H 0.21 2.80 2.55  0.356
C -2.78 -4.94 -0.38  -0.766
C -0.55 3.45 2.10  -0.927
C 2.00 4.79 -1.91  -0.752
C -0.79 -2.97 -0.06  0.449
C -2.55 2.38 1.06  -0.611
C 1.88 3.07 0.31  -0.349
H 1.68 -2.40 -1.38  0.281
H -3.50 -5.72 -0.10  0.364
H -3.27 -3.80 1.38  0.277

C23H25N5O3 in the gas phase at a distorted geometry, computed with wB97M-V/def2-TZVPD.

Values from the calculation:
**Multiplicity**: 1
**Energy relative to the best compared isomer or geometry (same formula, charge and spin)**: 38.9 kcal per mole
**SMILES**: COc1cccc([C@H]2C(C(=O)Nc3ccc(C)cc3C)=C(C)Nc3ncnn32)c1OC
**Gap between HOMO and LUMO**: 0.32036 Ha
**M**: 419.48 u
**E_LUMO**: 0.695 eV

Last column: Mulliken charge in e.
Geometry (Å):
H 1.44 -4.01 -1.00  0.261
H -6.49 -2.97 -0.73  0.285
H -0.35 4.22 3.60  0.428
C 1.13 1.59 0.10  -0.094
C 1.67 0.27 0.64  0.417
C 0.21 3.14 1.84  0.585
H -6.67 -1.96 -2.16  0.381
C 2.50 -1.02 2.48  -1.149
C 2.27 -3.50 -1.50  -0.617
C -1.37 1.61 0.74  -0.010
C -4.91 -0.44 -0.79  -0.953
C -1.05 -2.30 -0.68  -1.321
H 3.38 -2.91 1.96  0.495
H -5.67 -3.42 -2.22  0.368
H 3.73 -1.01 -2.27  0.349
H -0.62 -2.26 0.33  0.374
H -1.45 4.42 2.22  0.272
C -2.40 -1.63 -0.71  0.660
H 2.87 -4.22 -2.04  0.292
N 2.21 2.54 0.11  0.858
H -3.94 1.32 -0.09  0.447
O 3.14 -2.92 -0.55  -0.490
C -3.82 0.29 -0.38  -0.420
H -0.36 -1.81 -1.37  0.149
C -2.55 -0.29 -0.33  0.525
H 1.87 -2.77 -2.20  0.249
H -0.54 -0.04 -0.13  -0.150
C -5.97 -2.58 -1.60  -1.509
H 2.68 -1.13 3.54  0.416
O 1.80 -0.56 -1.60  -0.547
C -0.82 3.71 2.76  -1.473
C -0.01 2.15 0.94  0.145
N 3.27 2.54 -0.73  -1.381
H -1.15 -3.34 -0.97  0.413
C -4.78 -1.77 -1.17  0.689
H 2.62 -0.20 -3.41  0.307
H 4.96 3.77 -0.72  0.468
O -2.37 2.18 1.15  -0.735
C 4.03 3.50 -0.27  -0.358
C -3.51 -2.34 -1.12  -0.841
H 3.36 0.72 -2.06  0.233
H -1.48 2.93 3.13  0.346
N 1.46 3.71 1.99  -0.054
C 2.06 -0.74 -0.25  1.312
C 2.96 -0.25 -2.37  -0.845
C 2.67 -1.90 0.24  0.575
H 0.82 1.46 -0.94  0.945
H -3.39 -3.38 -1.41  0.320
H -5.88 0.03 -0.82  0.404
H 1.58 0.90 2.68  0.420
H 1.59 4.50 2.60  0.314
C 2.40 3.50 1.03  0.564
C 2.89 -2.02 1.61  -0.480
N -1.42 0.43 0.06  0.097
N 3.54 4.13 0.82  -0.830
C 1.89 0.12 2.00  -1.106

2 unconnected molecules or ions with the total composition CH4Cl2NP at a distorted geometry, computed with wB97M-V/def2-TZVPD.

Values from the calculation:
**Multiplicity**: 1
**Energy relative to the best compared isomer or geometry (same formula, charge and spin)**: 31.0 kcal per mole
**SMILES**: [H]/N=P/Cl.CCl
**Gap between HOMO and LUMO**: 0.35567 Ha
**M**: 131.93 u
**E_LUMO**: -0.211 eV

Last column: Mulliken charge in e.
Geometry (Å):
N 1.34 3.05 0.13  -0.424
C -0.66 -2.32 -0.51  -0.609
P 0.49 2.33 1.20  0.328
Cl -1.40 2.54 0.53  -0.178
Cl 0.06 -0.80 -0.07  -0.126
H -1.58 -2.04 -0.93  0.234
H -0.65 -2.82 0.50  0.227
H 0.03 -2.72 -1.13  0.274
H 2.36 2.78 0.27  0.274

8 unconnected molecules or ions with the total composition C32H48O24 at a distorted geometry, computed with wB97M-V/def2-TZVPD.

Values from the calculation:
**Net charge**: +1
**Multiplicity**: 2
**Energy relative to the best compared isomer or geometry (same formula, charge and spin)**: 0.0 kcal per mole
**Gap between HOMO and LUMO (alpha / beta)**: 0.31359 / 0.09472 Ha
**M**: 816.71 u
**E_LUMO (alpha / beta)**: -3.878 / -9.834 eV

Last column: Löwdin spin population.
Geometry (Å):
O -7.61 30.58 6.35  0.000
O -6.92 36.93 8.13  0.000
C -6.49 27.20 1.02  0.000
H -7.07 27.53 6.33  0.000
H -6.08 26.01 6.55  0.000
H -3.43 27.46 4.23  0.000
H -6.27 28.69 -0.58  0.000
C -5.90 35.09 9.29  0.000
H -9.19 32.80 13.39  0.000
O -11.87 32.43 2.28  0.000
H -4.77 27.44 2.26  0.000
H -12.39 35.38 8.21  0.000
H -7.55 27.53 -0.77  0.000
H -9.39 33.52 11.85  0.000
H -9.68 30.21 1.50  0.000
H -9.09 31.84 1.43  0.000
O -8.24 25.79 7.92  0.036
C -12.93 36.01 10.16  0.000
C -5.68 35.54 6.70  0.000
H -11.90 30.95 0.94  0.000
H -9.11 30.41 13.62  0.000
H -3.66 30.72 5.94  0.000
H -6.43 31.92 8.36  0.000
H -7.84 28.67 8.13  0.000
H -1.70 29.18 6.20  0.000
C -7.49 31.69 8.53  0.000
C -5.78 36.13 8.09  0.000
H -6.90 34.67 9.18  0.000
C -7.02 28.12 -0.03  0.000
C -7.98 27.83 8.81  0.006
C -2.37 29.07 5.35  0.000
C -2.49 27.64 4.75  0.000
C -6.50 32.31 12.23  0.000
H -8.81 31.40 10.78  0.000
H -2.26 26.94 5.55  0.000
O -6.44 27.28 3.36  0.000
O -7.37 33.37 12.44  0.000
H -10.36 32.50 -0.63  0.000
C -7.26 26.66 8.28  0.010
O -1.44 27.76 3.76  0.000
H -12.57 35.83 11.17  0.000
C -8.28 31.47 7.25  0.000
O -7.23 31.16 11.98  0.000
O -8.08 32.36 5.17  0.000
H -12.77 37.07 9.96  0.000
H -7.59 28.21 9.76  0.002
H -4.21 29.18 6.61  0.000
C -8.60 32.71 6.42  0.000
H -4.93 36.79 8.23  0.000
C -11.26 31.79 1.20  0.000
O -5.28 32.42 12.27  0.000
O -10.42 25.71 7.67  0.838
C -8.70 32.89 12.42  0.000
H -10.21 36.05 10.04  0.000
H -10.18 35.70 8.29  0.000
C -9.91 31.23 1.81  0.000
H -7.78 32.57 9.10  0.000
C -11.20 32.23 3.45  0.000
H -10.49 30.58 12.51  0.000
H -13.99 35.79 10.04  0.000
C -11.19 32.80 0.00  0.000
H -5.25 34.25 9.08  0.000
C -6.46 26.93 7.00  0.001
H -8.31 33.71 6.76  0.000
C -9.41 30.42 12.57  0.000
H -9.20 31.04 7.64  0.000
H -9.69 32.78 6.38  0.000
H -6.64 26.18 9.04  0.003
O -11.53 32.62 4.55  0.000
C -9.42 26.33 8.09  0.073
O -7.50 26.45 1.56  0.000
H -11.05 33.84 0.29  0.000
O -6.78 36.22 6.06  0.000
C -7.51 36.93 6.93  0.000
C -12.06 35.19 9.23  0.000
O -9.39 27.53 8.73  0.029
C -11.09 33.16 9.71  0.000
H -4.39 29.53 4.85  0.000
H -7.56 30.82 9.18  0.000
C -7.50 26.55 2.92  0.000
H -7.80 28.72 0.46  0.000
H -5.82 35.44 10.32  0.000
H -9.24 29.41 12.21  0.000
C -1.24 29.03 3.43  0.000
C -3.77 29.65 5.73  0.000
H -5.67 27.64 7.24  0.001
C -8.59 31.50 11.84  0.000
O -8.43 26.11 3.62  0.000
C -10.51 35.34 9.27  0.000
H -5.78 34.46 6.75  0.000
H -4.82 35.92 6.15  0.000
H -5.76 28.91 2.31  0.000
O -10.13 31.44 3.21  0.000
O -0.52 29.44 2.50  0.000
C -7.52 31.20 5.15  0.000
O -8.54 37.57 6.67  0.000
O -6.92 30.86 4.12  0.000
H -12.11 32.78 -0.59  0.000
O -12.23 33.79 9.68  0.000
C -5.79 27.83 2.22  0.000
H -5.76 26.54 0.55  0.000
O -1.80 29.83 4.34  0.000
O -10.93 31.93 9.78  0.000
O -10.07 34.01 9.44  0.000

A molecular structure, C31H26AuN4P2S2 at a distorted geometry, computed with wB97M-V/def2-TZVPD.

Values from the calculation:
**Net charge**: +1
**Multiplicity**: 1
**Gap between HOMO and LUMO**: 0.26481 Ha
**M**: 777.63 u
**E_LUMO**: -3.190 eV

Last column: Mulliken charge in e.
Geometry (Å):
H 0.98 3.29 5.10  0.416
N -5.82 -2.38 -1.24  -0.094
H 2.39 2.52 0.17  0.410
C -3.53 -3.43 -1.30  -0.023
H 0.14 -3.35 2.21  0.418
C 0.34 2.97 -0.31  0.308
S -1.61 1.41 -2.33  -0.584
C -4.47 -2.32 -1.22  0.565
C -0.56 4.96 0.69  -0.679
C 2.15 -4.05 1.86  -0.778
H -5.17 0.79 -1.11  0.430
H -1.38 5.65 0.83  0.425
P 0.05 -0.63 1.14  1.127
H 3.59 3.41 -4.21  0.411
H 2.61 1.45 4.83  0.437
C 1.71 4.30 1.15  -0.738
C 0.40 0.59 2.41  0.697
H -1.67 3.66 -0.62  0.438
C -0.73 3.85 -0.12  -0.470
C -0.31 2.59 3.53  -0.614
H 0.77 6.05 1.97  0.430
C 1.56 3.20 0.33  -0.183
C 3.62 -2.50 0.75  -0.808
H 4.57 1.22 -4.79  0.398
N -2.26 -3.22 -1.53  -0.129
C 0.65 5.18 1.33  -0.519
H 2.65 4.47 1.65  0.439
H -0.61 -4.57 -1.74  0.476
H -1.03 3.39 3.66  0.457
C -0.09 -0.02 -0.46  -0.443
H 1.71 -0.73 -2.26  0.446
C -6.31 -1.10 -1.21  -0.636
H 2.77 -0.60 0.22  0.442
C -2.60 -5.42 -1.33  -0.457
H 2.24 -0.28 3.12  0.377
C 1.35 -1.87 1.23  0.218
H 4.19 -4.47 1.38  0.399
C 3.73 1.27 -4.10  -0.454
C 0.82 2.53 4.34  -0.622
H 1.69 3.54 -2.64  0.433
C 1.53 0.52 3.23  -0.410
H 4.59 -2.26 0.33  0.457
Au -2.01 -0.48 -0.94  0.680
C 3.39 -3.74 1.33  -0.524
H -2.54 -6.49 -1.28  0.433
N -4.09 -1.06 -1.15  -0.165
C 1.73 1.50 4.19  -0.783
C 2.12 2.57 -2.90  -0.381
C 1.59 1.40 -2.35  0.589
H 3.64 -0.86 -3.82  0.434
C 3.21 0.10 -3.56  -0.789
C -1.67 -4.45 -1.57  -0.481
C -0.52 1.62 2.57  -0.417
H -7.36 -0.88 -1.22  0.402
C -5.22 -0.29 -1.15  -0.452
P 0.16 1.46 -1.27  1.014
H 1.97 -5.02 2.31  0.429
N -3.79 -4.76 -1.16  -0.111
S -1.82 -1.44 1.34  -0.587
C 2.60 -1.57 0.69  0.131
H -4.67 -5.20 -0.95  0.184
H -6.38 -3.21 -1.33  0.185
C 1.12 -3.12 1.81  -0.469
H -1.40 1.65 1.95  0.312
C 3.19 2.50 -3.78  -0.720
C 2.14 0.17 -2.69  -0.325

2 unconnected molecules or ions with the total composition CHN3O3S at a distorted geometry, computed with wB97M-V/def2-TZVPD.

Values from the calculation:
**Multiplicity**: 1
**Energy relative to the best compared isomer or geometry (same formula, charge and spin)**: 219.2 kcal per mole
**SMILES**: N#S(=O)O.N#CN=O
**Gap between HOMO and LUMO (alpha / beta)**: 0.28364 / 0.26412 Ha
**M**: 135.10 u
**E_LUMO (alpha / beta)**: -2.789 / -2.729 eV

Last column: Mulliken charge in e.
Geometry (Å):
S -0.11 -0.22 -1.22  0.778
C 1.20 -0.58 1.66  0.578
O 0.79 0.94 -1.02  -0.443
H -2.08 0.41 -1.56  0.359
N 1.75 -1.54 2.00  -0.324
O -1.35 0.34 -2.20  -0.452
N 0.27 0.28 1.36  0.170
O 0.13 1.37 0.95  -0.288
N -0.61 -1.00 0.02  -0.377

A molecular structure, C29H26ClMnN9PTe, computed with wB97M-V/def2-TZVPD.

Values from the calculation:
**Net charge**: -1
**Multiplicity**: 2
**Gap between HOMO and LUMO (alpha / beta)**: 0.27018 / 0.22708 Ha
**M**: 749.56 u
**E_LUMO (alpha / beta)**: 2.297 / 1.187 eV

Last column: Löwdin spin population.
Geometry (Å):
C 1.53 4.17 -0.46  0.000
C 1.58 1.18 2.31  -0.001
H 1.48 0.21 6.05  0.000
C 0.89 -5.27 1.11  0.018
H 2.42 -3.96 4.77  0.011
C -1.23 -0.51 -1.25  0.006
H 3.59 0.42 2.33  0.000
H 3.86 5.89 2.12  0.000
C 2.91 4.06 1.53  0.000
C 2.70 0.61 2.91  0.009
H 0.48 -5.19 -1.00  0.001
C 1.40 -7.40 2.18  0.013
C 1.60 -4.67 4.81  0.024
H 0.82 -9.40 2.70  0.001
H -0.47 1.78 2.57  0.000
C 1.40 -5.34 3.48  0.021
H 0.93 -7.16 0.11  0.000
C 4.85 -0.78 -1.41  0.000
H 3.53 -0.18 4.72  0.000
H -0.43 -4.01 -0.05  0.004
N 0.63 3.47 -1.31  0.000
H 1.48 -9.24 1.08  0.000
C 4.16 1.32 -0.46  0.000
C 2.66 0.27 4.26  0.013
C 1.57 -6.72 3.39  -0.002
Cl -2.06 2.78 0.71  0.000
N 0.08 3.37 -3.51  0.000
C 1.86 5.52 -0.61  0.000
H 1.82 -5.41 5.59  0.001
Te 0.80 -2.51 2.47  0.712
C 0.42 1.38 3.06  0.001
H 6.11 0.95 -1.27  0.000
H -0.52 1.19 4.97  0.000
P 1.57 1.71 0.58  0.000
H 1.84 -7.28 4.28  0.000
H 3.30 3.48 2.36  0.000
C 2.90 0.78 -0.20  0.000
H -1.32 -0.21 -3.33  0.000
C 5.13 0.53 -1.07  0.000
C 0.53 -4.52 -0.14  0.015
C 2.70 6.12 0.32  0.000
N -1.06 0.17 -2.44  0.002
C 3.22 5.40 1.39  0.000
C 2.08 3.45 0.60  0.000
C 2.62 -0.54 -0.56  0.000
H 2.94 7.17 0.20  0.000
H 3.37 -2.34 -1.43  0.000
H 1.45 6.07 -1.44  0.000
N 0.63 3.98 -2.56  0.001
Mn -0.34 2.12 -0.51  0.001
C 0.39 1.04 4.40  -0.001
H 5.61 -1.39 -1.89  0.000
N -0.89 0.14 -0.15  -0.001
N -1.14 -0.72 0.85  0.039
C 1.05 -4.61 2.33  0.059
N -0.48 2.12 -3.41  0.001
H 2.55 -9.19 2.48  0.001
H 4.38 2.34 -0.20  0.000
H 1.63 -0.95 -0.36  0.000
C 1.06 -6.65 1.06  -0.002
N -1.62 -1.81 0.34  0.038
N -1.69 -1.72 -1.01  -0.001
C 3.59 -1.32 -1.16  0.000
C 1.57 -8.89 2.11  0.002
C 1.51 0.49 5.00  0.006
H 0.70 -4.11 5.10  0.004
C -0.56 1.44 -2.30  0.000
H 1.27 -3.75 -0.35  0.004